No. 1
Density functional theory data (ωB97M-V/def2-TZVPD) for a 5-piece molecular cluster, C13H27Cl8NO3 overall at a distorted geometry.

Structure (XYZ):
```
52
Properties=species:S:1:pos:R:3:forces:R:3
O 1.9956 1.1011 -4.2632 -4.27 -1.09 -0.64
C 0.7764 0.8565 -4.4198 4.17 1.73 0.20
O 0.4152 -0.0539 -5.4594 -0.57 1.82 0.82
N -0.1755 1.5659 -3.5559 0.10 -1.66 -0.67
C -1.0188 0.6368 -2.7460 -0.14 -1.22 0.35
C -2.3067 0.0634 -3.5136 -0.41 0.47 0.47
C -3.7176 0.5796 -2.9507 -0.77 -1.37 -0.77
C -4.7709 0.4582 -4.1894 1.02 0.44 0.27
O -4.9488 1.7908 -4.7900 0.66 -1.11 0.27
H 0.5687 0.4350 -6.3044 0.07 -0.66 0.88
H -0.7268 2.2666 -4.0672 0.26 -0.59 0.14
H -0.3683 -0.2796 -2.4795 -0.76 1.54 -0.39
H -1.2578 1.1275 -1.7341 0.11 -0.56 -1.71
H -2.3042 -1.0772 -3.4754 -0.02 1.50 -0.11
H -2.2662 0.3591 -4.6225 0.26 -0.41 1.55
H -4.0949 -0.1188 -2.1189 0.65 1.18 -1.47
H -3.7043 1.6327 -2.5185 0.03 -1.25 -0.80
H -4.3139 -0.1810 -5.0359 -0.84 0.47 1.57
H -5.7586 0.0142 -3.8354 1.18 0.98 -0.72
H -4.0478 1.9950 -5.1261 -0.98 0.02 0.25
Cl -1.5020 -0.3794 2.9260 -0.03 0.05 -0.02
C -1.5061 -1.7965 1.8471 -0.01 -0.15 0.09
C -1.4237 -1.3991 0.3885 0.22 -0.22 0.20
Cl -2.9088 -0.5904 -0.1758 0.23 -0.12 0.43
H -2.4052 -2.3792 2.0559 0.03 0.16 -0.09
H -0.6373 -2.4030 2.1149 -0.42 0.38 -0.11
H -1.2932 -2.2885 -0.2315 -0.05 0.04 0.10
H -0.5823 -0.7285 0.2027 -0.15 0.02 0.08
Cl -1.4700 2.8243 0.8617 -0.03 -0.03 0.03
C -0.5079 4.1031 1.6450 0.13 0.17 0.01
C 0.5949 3.5360 2.5159 0.10 0.13 -0.16
Cl -0.0442 2.7179 3.9632 0.04 0.00 0.01
H -1.1879 4.7348 2.2189 0.05 -0.17 -0.01
H -0.0744 4.7075 0.8458 0.04 -0.10 0.08
H 1.2408 4.3429 2.8682 -0.13 0.00 -0.04
H 1.2117 2.8213 1.9681 -0.18 0.00 0.06
Cl 0.9860 -3.8271 1.4788 0.37 -0.46 -0.22
C 2.3227 -3.3151 2.5415 0.29 0.05 0.20
C 3.1999 -4.4780 2.9570 0.12 0.09 -0.14
Cl 2.3576 -5.5952 4.0593 -0.02 -0.02 -0.02
H 1.8923 -2.8077 3.4054 0.00 -0.13 -0.14
H 2.9118 -2.5884 1.9796 -0.05 -0.11 0.03
H 4.0762 -4.1071 3.4916 -0.16 0.06 -0.02
H 3.5444 -5.0497 2.0935 -0.16 0.04 0.09
Cl 2.4765 0.2426 2.3782 -0.05 0.00 0.01
C 3.8143 0.7528 3.4382 0.18 0.11 0.11
C 4.6925 -0.4106 3.8538 0.14 0.19 -0.12
Cl 3.8514 -1.5284 4.9576 0.02 0.02 0.06
H 3.3846 1.2608 4.3033 -0.03 -0.16 -0.08
H 4.4043 1.4788 2.8755 0.01 -0.14 0.02
H 5.5697 -0.0399 4.3875 -0.13 0.02 -0.02
H 5.0365 -0.9828 2.9903 -0.13 0.06 0.08
```
Positions in Å, forces in eV/Å.

Values from the calculation:
E_HOMO in eV: -9.60

Atom charges from the Mulliken analysis, given in e for atoms 1 to 5:
1. O -0.5017
2. C 0.3630
3. O -0.4284
4. N -0.2282
5. C 0.0512

No. 2
Density functional theory data (ωB97M-V/def2-TZVPD) for a 2-piece molecular cluster, C10H23N5O3 overall.

Structure (XYZ):
```
41
Properties=species:S:1:pos:R:3:forces:R:3
C -2.7938 1.0434 -1.8135 0.05 -0.07 -0.15
C -2.6460 0.8681 -0.5099 -0.12 0.11 -0.02
C -1.4263 1.3254 0.2349 -0.44 0.57 -0.37
N -0.6072 0.1874 0.7216 -0.04 -0.07 0.32
C 0.1857 -0.6579 -0.2362 0.10 -0.27 -0.37
N 0.0134 -0.2456 -1.5988 0.08 0.27 0.31
C -0.5429 -0.1070 1.9780 0.09 0.11 0.16
N -1.2976 0.5270 2.9600 -0.33 -0.27 -0.45
N 0.3009 -1.1515 2.3949 0.00 0.27 0.07
C 1.4590 -0.6553 3.1999 -0.09 0.15 -0.09
C 2.3568 0.2905 2.4177 0.72 -0.10 0.27
C 3.3613 -0.4423 1.5056 -0.33 0.25 -0.32
C 3.7172 0.3255 0.2236 0.07 -0.03 -0.35
N 3.8121 -0.5600 -0.9449 0.11 -0.02 0.23
H -3.4939 0.4621 -2.4105 -0.65 0.45 -0.10
H -2.1649 1.7429 -2.3590 0.40 -0.40 -0.03
H -3.4564 0.4015 0.0422 0.34 -0.52 0.14
H -1.6895 1.9542 1.0822 0.26 -0.09 0.14
H -0.7958 1.9307 -0.4177 0.02 -0.13 -0.04
H -0.1740 -1.6792 -0.1181 -0.02 0.03 -0.03
H 1.2235 -0.6412 0.0942 -0.08 0.15 0.22
H 0.4695 0.6394 -1.7815 0.12 -0.07 -0.14
H 0.4077 -0.9429 -2.2157 -0.18 -0.03 -0.08
H -0.8139 1.2735 3.4422 0.05 -0.20 0.29
H -2.2176 0.8143 2.6562 0.07 0.24 -0.03
H -0.2800 -1.7003 3.0242 0.13 -0.13 0.02
H 2.0312 -1.5320 3.5014 -0.07 -0.02 0.01
H 1.0981 -0.1706 4.1130 -0.01 0.00 0.01
H 2.9356 0.8482 3.1590 -0.13 0.13 -0.04
H 1.7953 1.0434 1.8577 -0.16 -0.09 0.00
H 2.9207 -1.3970 1.2026 0.08 -0.08 0.14
H 4.2671 -0.6453 2.0762 -0.06 -0.23 -0.03
H 2.9810 1.1183 0.0392 -0.07 -0.01 0.13
H 4.6818 0.8264 0.3336 -0.06 0.08 0.12
H 3.4672 -0.1281 -1.7888 0.06 -0.02 -0.05
H 3.3449 -1.4437 -0.8046 -0.08 0.01 -0.05
C -4.8865 -0.8001 -4.9452 -0.01 -0.01 0.13
O -4.5031 -0.4092 -3.8050 0.14 0.02 -0.01
O -3.8942 -0.6354 -5.9540 -0.15 0.00 0.26
O -5.9477 -1.2870 -5.3050 0.06 0.01 -0.09
H -3.1799 -0.2457 -5.4382 0.09 0.01 -0.14
```
Positions in Å, forces in eV/Å.

Values from the calculation:
Energy above the lowest of the compared OMol25 structures with the same formula, charge and spin in eV: 4.716
E_HOMO in eV: -6.45

Atom charges from the Mulliken analysis, given in e for atoms 1 to 5:
1. C -0.8511
2. C 0.0390
3. C -1.2025
4. N 0.3984
5. C -0.3278

No. 3
Density functional theory data (ωB97M-V/def2-TZVPD) for C13H19OP as an isolated structure at a distorted geometry.

Structure (XYZ):
```
34
Properties=species:S:1:pos:R:3:forces:R:3
C -0.9508 -4.0653 -1.8884 1.37 0.74 1.03
C -0.6813 -2.8465 -2.6033 -2.73 -4.16 -1.03
C -0.4872 -4.1360 -0.5327 -0.01 1.59 -3.51
C -0.0547 -1.8640 -2.0000 1.69 3.65 1.33
C 0.2905 -3.1113 0.0101 -0.86 -0.72 -0.43
C 0.4635 -1.9360 -0.6874 0.75 1.10 0.36
C 1.6073 1.0480 -0.4534 -2.52 -0.86 -0.98
C 0.5372 1.8868 0.3562 2.17 2.97 0.37
C -0.5552 1.0178 0.8681 2.38 -3.74 1.37
C -0.0767 3.0699 -0.4189 -0.79 -0.21 0.04
C 1.4153 2.4581 1.6379 -0.16 1.41 -3.69
C -0.8034 1.1185 2.3831 -1.55 4.20 -1.98
C -1.6602 0.5458 -0.0531 0.41 -0.02 -0.35
O 2.3400 -1.0837 1.2400 -0.38 -0.12 0.16
P 1.2320 -0.5603 0.3982 -1.56 0.80 -0.46
H -1.3215 -4.9647 -2.3966 -0.31 0.61 0.36
H -1.1237 -2.6778 -3.6039 0.56 -0.37 0.57
H -0.6695 -4.9684 0.0418 -0.33 -1.96 1.07
H 0.0136 -0.9553 -2.6080 0.34 0.04 0.56
H 0.7177 -3.3512 0.9608 0.27 0.61 0.60
H 1.6432 0.9688 -1.5748 -0.97 0.23 0.80
H 2.5126 1.4956 -0.2610 2.47 0.37 0.80
H -0.8849 3.4646 0.2594 0.38 -0.25 -1.01
H -0.4761 2.5538 -1.3265 -0.17 1.10 0.45
H 0.5291 3.9594 -0.7073 0.07 -1.01 0.25
H 0.9952 3.0996 2.3751 -1.14 0.34 0.32
H 2.2769 3.0527 1.2547 -0.51 -0.55 -0.08
H 1.7840 1.6205 2.0828 1.36 -2.28 1.52
H -1.6844 0.5795 2.5868 -0.60 -1.11 0.99
H -1.1429 2.2615 2.5669 0.25 -2.04 -0.48
H 0.0339 1.1397 3.0431 0.41 -1.14 0.28
H -2.2342 1.4020 -0.4349 -0.11 -0.28 0.08
H -2.3173 -0.1918 0.4023 -0.15 0.26 0.43
H -1.2681 -0.0304 -0.9173 -0.04 0.75 0.27
```
Positions in Å, forces in eV/Å.

Values from the calculation:
Energy above the lowest of the compared OMol25 structures with the same formula, charge and spin in eV: 1.593
E_HOMO in eV: -7.75

Atom charges from the Mulliken analysis, given in e for atoms 1 to 5:
1. C -0.4708
2. C -0.5840
3. C -0.5930
4. C 0.0918
5. C -0.7257

No. 4
Density functional theory data (ωB97M-V/def2-TZVPD) for C31H45ClN6O4PS2Y as an isolated structure.

Structure (XYZ):
```
91
Properties=species:S:1:pos:R:3:forces:R:3
Y 0.3289 0.0512 -0.5252 -0.35 -0.86 -0.13
C 0.5570 -2.6147 -4.5710 -0.03 0.02 0.06
C 0.5434 -1.5288 -3.5335 -0.26 -0.21 0.00
N -0.4162 -1.3609 -2.6911 0.30 0.24 -0.11
N -1.5643 -2.0381 -2.9877 -0.07 -0.12 -0.11
C -2.2099 -2.6008 -2.0032 -0.26 -0.18 0.05
N -3.4637 -3.0667 -2.3353 0.07 0.13 -0.11
S -1.6817 -2.8360 -0.4031 0.08 0.03 0.12
C 1.6161 -0.5220 -3.5866 0.22 0.24 -0.04
C 2.7435 -0.7070 -4.3889 -0.16 -0.02 0.12
C 3.5900 0.3596 -4.6290 0.00 0.12 0.04
C 3.2685 1.5968 -4.0994 0.01 -0.05 -0.02
C 2.1607 1.6834 -3.2715 0.07 0.03 0.00
N 1.3759 0.6534 -2.9731 0.00 -0.26 0.02
H -0.3353 -3.2248 -4.4773 0.02 0.02 0.00
H 1.4376 -3.2458 -4.4310 0.02 -0.02 -0.01
H 0.6053 -2.2016 -5.5799 0.00 0.02 -0.03
H -3.6607 -3.1450 -3.3204 -0.01 -0.01 0.02
H -3.8499 -3.7659 -1.7277 0.00 0.00 0.02
H 2.9387 -1.6686 -4.8374 -0.01 -0.03 -0.01
H 4.4686 0.2314 -5.2476 0.01 0.00 0.00
H 3.8638 2.4772 -4.2932 0.01 0.01 0.00
H 1.8875 2.6302 -2.8334 0.00 0.00 -0.01
Cl 1.0315 3.1887 -0.5247 -0.02 0.11 0.04
C 2.7803 3.0890 -0.6423 0.04 -0.06 0.02
C 3.4519 4.2285 -1.0504 0.03 -0.01 0.01
C 4.8086 4.1532 -1.3195 0.00 0.05 -0.02
C 5.4536 2.9303 -1.1814 0.06 0.02 -0.02
C 4.7593 1.8157 -0.7511 -0.06 0.00 0.02
C 3.3866 1.8433 -0.4485 0.09 0.10 -0.03
C 2.6480 0.6456 -0.0159 0.19 0.09 0.26
H 2.9068 5.1536 -1.1798 -0.01 0.02 -0.01
H 5.3476 5.0329 -1.6447 0.00 0.01 0.00
H 6.5110 2.8497 -1.4009 0.01 0.00 0.00
H 5.2812 0.8740 -0.6314 0.00 -0.02 0.00
H 3.2958 -0.2293 -0.1367 -0.05 0.00 -0.01
H 2.4677 0.7462 1.0680 -0.10 -0.06 -0.05
C -4.7626 -0.8710 6.3459 -0.03 0.00 0.02
C -3.8733 -0.7585 5.1402 0.01 0.00 -0.01
C -3.7761 0.4198 4.4239 0.06 -0.02 0.01
C -2.9493 0.5391 3.3080 0.01 -0.05 -0.02
C -2.9267 1.8751 2.6141 -0.04 0.05 0.05
C -2.1891 -0.5666 2.9045 0.04 0.02 0.00
C -2.2571 -1.7697 3.6334 -0.04 0.11 0.02
C -1.4809 -2.9967 3.2491 0.03 -0.11 0.04
C -3.1068 -1.8417 4.7268 0.04 -0.01 -0.02
C -1.2873 -0.4661 1.7086 -0.03 0.04 0.06
O -0.1343 -0.9954 1.7394 0.00 0.21 -0.23
O -1.6659 0.1710 0.6891 -0.08 0.20 0.08
H -5.4223 -0.0086 6.4308 -0.01 0.01 0.01
H -4.1708 -0.9330 7.2612 0.00 0.00 0.01
H -5.3789 -1.7692 6.2951 -0.01 -0.01 0.00
H -4.3563 1.2822 4.7341 -0.01 0.02 0.01
H -3.0000 2.6732 3.3552 -0.03 -0.01 0.01
H -3.7895 1.9646 1.9497 0.02 -0.02 -0.05
H -2.0287 2.0233 2.0287 0.06 0.04 -0.02
H -1.7519 -3.3229 2.2459 0.02 -0.03 -0.07
H -1.6991 -3.8060 3.9461 -0.01 -0.01 0.00
H -0.4092 -2.8094 3.2418 0.00 -0.03 0.02
H -3.1746 -2.7756 5.2740 0.00 -0.02 0.01
C 1.4662 -4.6223 -0.5687 -0.04 0.08 0.17
S 1.2491 -3.1631 0.4594 0.25 -0.57 0.13
C 2.8393 -3.2057 1.3130 -0.12 -0.06 -0.10
O 1.4432 -2.0332 -0.5138 0.12 0.69 -0.28
H 1.5489 -5.5004 0.0708 0.00 -0.01 0.02
H 2.3518 -4.5048 -1.1905 0.04 0.06 0.01
H 0.5664 -4.6893 -1.1758 -0.04 0.03 -0.01
H 2.8718 -4.0651 1.9809 -0.02 -0.04 0.02
H 2.8972 -2.2862 1.8918 -0.02 0.04 0.02
H 3.6540 -3.2392 0.5915 -0.02 0.00 -0.04
N 1.1642 0.5650 3.6876 0.03 0.01 0.01
C 0.8429 1.7360 3.0675 0.00 -0.04 0.00
N 1.0757 2.8835 3.7846 -0.04 0.04 0.02
O 0.3729 1.7807 1.9367 0.01 0.08 0.01
H 1.2077 0.5502 4.6920 0.00 0.01 0.00
H 0.7634 -0.2475 3.2251 0.01 -0.05 -0.01
H 1.7438 2.8655 4.5352 0.02 -0.01 -0.01
H 1.0439 3.7267 3.2370 0.00 0.00 0.00
C -3.2934 0.6605 -2.2035 0.00 0.01 0.02
P -1.7793 1.6384 -1.9324 -0.05 0.08 -0.04
C -1.4925 2.3756 -3.5838 -0.02 -0.04 0.04
C -2.4552 3.0662 -1.0066 0.01 -0.03 -0.02
H -4.1127 1.2976 -2.5434 0.00 0.01 0.00
H -3.5671 0.1747 -1.2660 0.00 -0.01 0.01
H -3.0994 -0.1198 -2.9386 0.01 0.01 0.00
H -2.3932 2.8607 -3.9651 -0.01 0.00 0.01
H -1.1854 1.5924 -4.2773 0.01 -0.01 0.00
H -0.6901 3.1117 -3.5235 0.02 0.00 0.01
H -3.3087 3.5029 -1.5294 0.00 0.00 -0.01
H -1.6943 3.8345 -0.8696 0.01 0.01 0.00
H -2.7742 2.7180 -0.0252 0.00 0.00 0.00
```
Positions in Å, forces in eV/Å.

Values from the calculation:
Energy above the lowest of the compared OMol25 structures with the same formula, charge and spin in eV: 1.319
E_HOMO in eV: -6.96

Atom charges from the Mulliken analysis, given in e for atoms 1 to 5:
1. Y -0.5476
2. C -2.0902
3. C 0.0539
4. N 1.7226
5. N -1.5085

> E_HOMO of number 3 (C13H19OP)?

-7.75 eV

> What is the formula in the third record?

C13H19OP